114
Properties=species:S:1:pos:R:3 method="wB97M-V/def2-TZVPD" lumo_ev=2.849 e_tot_ev=-118987.61780 gap_ev=4.29 charge=-2 fmax_ev_per_a=6.76 e_above_lowest_ev=3.471
Sr -1.260 -0.501 -0.064
C 4.271 5.587 11.920
O 3.172 5.974 11.144
C 2.926 5.278 9.978
C 1.818 5.702 9.236
C 1.478 5.074 8.063
C 2.222 3.984 7.583
C 3.336 3.580 8.329
C 3.687 4.216 9.506
C 1.844 3.355 6.345
N 1.026 3.876 5.450
C 1.012 3.010 4.403
C 1.840 1.916 4.667
N 2.357 2.153 5.913
C 2.077 0.883 3.726
C 2.783 -0.300 3.981
C 2.968 -1.192 2.951
C 2.493 -0.855 1.679
N 1.823 0.239 1.423
C 1.548 1.076 2.421
C 0.646 2.173 2.150
N 0.109 2.222 0.935
C -0.809 3.118 0.691
C -1.223 4.079 1.619
C -0.631 4.092 2.860
C 0.326 3.117 3.155
H 4.272 6.247 12.787
H 5.213 5.710 11.374
H 4.186 4.550 12.262
H 1.242 6.532 9.616
H 0.631 5.402 7.482
H 3.966 2.771 7.983
H 4.560 3.874 10.045
H 2.966 1.546 6.434
H 3.154 -0.517 4.977
H 3.492 -2.122 3.109
H 2.658 -1.501 0.824
H -1.222 3.078 -0.300
H -1.991 4.791 1.358
H -0.886 4.821 3.618
O -0.620 -2.236 3.555
S -1.320 -1.519 2.489
O -1.359 -2.297 1.263
O -0.815 -0.176 2.318
C -3.000 -1.343 3.117
C -3.305 -1.993 4.303
C -4.547 -1.833 4.894
C -5.478 -0.988 4.306
C -5.161 -0.329 3.130
C -3.925 -0.509 2.526
S -3.671 0.239 0.887
O -4.952 0.876 0.608
O -2.586 1.190 0.971
O -3.410 -0.917 0.055
H -2.535 -2.604 4.748
H -4.790 -2.372 5.802
H -6.451 -0.854 4.765
H -5.856 0.340 2.643
C 6.661 -0.001 -2.977
C 6.078 -1.136 -2.434
C 4.735 -1.139 -2.111
C 3.936 -0.018 -2.330
C 4.540 1.124 -2.851
C 5.884 1.128 -3.180
P 2.144 -0.210 -1.893
C 1.618 1.506 -2.221
C 0.910 1.927 -3.338
C 0.571 3.263 -3.476
C 0.929 4.185 -2.506
C 1.626 3.764 -1.384
C 1.969 2.433 -1.245
C 1.632 -1.016 -3.462
C 2.325 -0.852 -4.642
C 1.896 -1.488 -5.815
C 0.803 -2.306 -5.791
C 0.092 -2.520 -4.592
C -1.007 -3.396 -4.558
C -1.647 -3.624 -3.372
C -1.255 -2.957 -2.200
C -0.238 -2.018 -2.167
C 0.478 -1.844 -3.390
H 7.711 0.004 -3.242
H 6.681 -2.020 -2.268
H 4.275 -2.024 -1.692
H 3.940 2.007 -3.020
H 6.324 2.018 -3.613
H 0.619 1.218 -4.098
H 0.014 3.587 -4.345
H 0.657 5.230 -2.611
H 1.879 4.473 -0.605
H 2.496 2.076 -0.373
H 3.207 -0.226 -4.689
H 2.440 -1.327 -6.737
H 0.469 -2.816 -6.690
H -1.336 -3.859 -5.483
H -2.484 -4.311 -3.331
H -1.790 -3.178 -1.289
O -2.875 -0.372 -2.927
C -2.431 0.724 -2.602
O -1.491 0.981 -1.812
C -3.060 1.952 -3.292
C -3.899 1.790 -4.386
C -4.491 2.877 -5.026
C -4.209 4.126 -4.523
O -4.658 5.371 -4.951
C -3.981 6.304 -4.143
O -3.220 5.647 -3.166
C -3.348 4.293 -3.442
C -2.764 3.227 -2.810
H -4.077 0.782 -4.734
H -5.142 2.753 -5.878
H -4.713 6.970 -3.655
H -3.312 6.915 -4.780
H -2.093 3.329 -1.978

---

111
Properties=species:S:1:pos:R:3 method="wB97M-V/def2-TZVPD" lumo_ev=-0.750 e_tot_ev=-164452.52051 gap_ev=3.87 fmax_ev_per_a=1.02 e_above_lowest_ev=3.160
Al -0.278 -0.311 0.377
C 5.236 4.260 3.917
C 4.275 3.994 2.756
C 4.333 5.187 1.775
C 2.837 3.844 3.240
C 2.316 4.550 4.317
C 0.972 4.465 4.654
C 0.119 3.649 3.927
C 0.614 2.900 2.868
P -0.498 1.818 1.885
C -1.412 0.910 3.093
C -1.002 0.666 4.413
C -1.672 -0.207 5.244
C -2.874 -0.823 4.748
C -3.288 -0.688 3.470
C -2.415 -0.024 2.420
C -1.624 3.151 1.276
C -2.940 3.261 1.702
C -3.722 4.331 1.275
C -3.189 5.302 0.439
C -1.867 5.201 0.015
C -1.096 4.123 0.424
C 1.954 3.035 2.537
O 2.369 2.311 1.435
C 3.688 1.998 1.337
C 3.973 0.884 0.554
C 5.306 0.506 0.403
C 6.304 1.224 1.037
C 5.983 2.325 1.821
C 4.669 2.739 1.988
P 2.575 -0.015 -0.240
C 2.778 0.407 -2.009
C 1.886 -0.159 -2.923
C 1.962 0.135 -4.273
C 2.931 1.018 -4.732
C 3.829 1.580 -3.835
C 3.757 1.276 -2.481
C 3.355 -1.691 -0.136
C 3.688 -2.133 1.150
C 4.271 -3.374 1.349
C 4.518 -4.205 0.262
C 4.175 -3.785 -1.014
C 3.594 -2.532 -1.216
H 4.947 5.163 4.456
H 6.250 4.429 3.549
H 5.251 3.424 4.621
H 4.023 6.104 2.282
H 3.667 5.025 0.923
H 5.352 5.317 1.399
H 2.962 5.193 4.904
H 0.590 5.044 5.487
H -0.932 3.576 4.180
H -0.153 1.211 4.817
H -1.350 -0.358 6.268
H -3.485 -1.399 5.441
H -4.201 -1.172 3.125
H -3.042 0.531 1.704
H -3.345 2.526 2.393
H -4.754 4.405 1.601
H -3.801 6.138 0.119
H -1.439 5.965 -0.625
H -0.066 4.032 0.091
H 5.559 -0.354 -0.203
H 7.340 0.928 0.922
H 6.783 2.876 2.300
H 1.111 -0.823 -2.564
H 1.259 -0.310 -4.968
H 2.980 1.273 -5.783
H 4.588 2.267 -4.190
H 4.465 1.727 -1.797
H 3.499 -1.487 2.003
H 4.535 -3.696 2.350
H 4.983 -5.174 0.413
H 4.369 -4.428 -1.866
H 3.341 -2.212 -2.220
Cl -3.093 2.149 -6.172
C -2.401 1.668 -4.671
C -1.377 2.414 -4.096
Cl -0.802 3.828 -4.886
C -0.813 2.022 -2.887
Cl 0.455 2.943 -2.179
C -1.265 0.880 -2.210
O -0.709 0.533 -1.073
C -2.321 0.158 -2.791
Cl -2.943 -1.202 -1.934
C -2.872 0.536 -4.012
Cl -4.136 -0.400 -4.707
C -1.645 -1.089 1.584
H -1.211 -1.790 2.305
H -2.353 -1.690 0.988
S 0.152 -6.738 -0.808
C 0.251 -4.983 -0.552
C -0.124 -4.114 -1.558
C -0.105 -2.754 -1.308
N 0.259 -2.230 -0.140
C 0.631 -3.072 0.825
C 0.643 -4.441 0.662
C 1.870 -7.178 -0.595
C 2.758 -7.043 -1.652
C 4.084 -7.396 -1.444
N 4.549 -7.860 -0.282
C 3.679 -7.997 0.720
C 2.330 -7.674 0.614
H -0.424 -4.489 -2.529
H -0.409 -2.051 -2.073
H 0.918 -2.619 1.765
H 0.940 -5.081 1.483
H 2.421 -6.679 -2.614
H 4.811 -7.303 -2.244
H 4.080 -8.382 1.651
H 1.656 -7.811 1.451

---

117
Properties=species:S:1:pos:R:3 method="wB97M-V/def2-TZVPD" lumo_ev=-5.371 e_tot_ev=-245874.20170 gap_ev=8.25 charge=+2 fmax_ev_per_a=0.57 e_above_lowest_ev=0.000
Ga 0.154 -0.732 0.103
F -4.478 -3.159 -1.336
Ge -3.022 -2.328 -0.800
C -1.743 -3.725 -1.305
C -2.346 -4.987 -1.266
C -1.755 -6.087 -1.866
C -0.564 -5.940 -2.555
C 0.073 -4.712 -2.567
C -0.486 -3.604 -1.919
P 0.582 -2.138 -1.850
C 0.389 -1.243 -3.404
C -0.646 -1.604 -4.266
C -0.802 -0.948 -5.478
C 0.082 0.057 -5.843
C 1.120 0.415 -4.993
C 1.270 -0.220 -3.772
C 2.237 -2.873 -1.802
C 3.157 -2.727 -2.835
C 4.317 -3.493 -2.842
C 4.551 -4.414 -1.836
C 3.633 -4.563 -0.803
C 2.485 -3.793 -0.780
C -3.464 -2.194 1.099
C -4.813 -2.490 1.331
C -5.273 -2.817 2.599
C -4.380 -2.925 3.651
C -3.050 -2.607 3.448
C -2.591 -2.183 2.197
P -0.868 -1.606 2.218
C -0.763 -0.392 3.562
C 0.499 0.080 3.930
C 0.648 0.933 5.009
C -0.467 1.324 5.740
C -1.725 0.880 5.366
C -1.880 0.040 4.273
C 0.058 -3.071 2.741
C 0.050 -4.166 1.875
C 0.696 -5.335 2.229
C 1.356 -5.417 3.453
C 1.357 -4.335 4.316
C 0.706 -3.157 3.965
C -3.123 -0.825 -2.048
C -3.899 -1.137 -3.168
C -4.202 -0.173 -4.118
C -3.754 1.125 -3.955
C -2.974 1.452 -2.858
C -2.642 0.487 -1.905
P -1.561 0.996 -0.536
C -0.825 2.545 -1.130
C 0.077 2.450 -2.185
C 0.536 3.589 -2.825
C 0.108 4.839 -2.403
C -0.791 4.942 -1.350
C -1.269 3.802 -0.720
C -2.626 1.465 0.845
C -2.110 2.261 1.873
C -2.963 2.782 2.830
C -4.318 2.474 2.801
C -4.825 1.645 1.810
C -3.984 1.154 0.822
H -3.310 -5.105 -0.790
H -2.241 -7.052 -1.816
H -0.115 -6.782 -3.064
H 1.028 -4.623 -3.067
H -1.318 -2.410 -4.005
H -1.605 -1.235 -6.143
H -0.032 0.555 -6.797
H 1.817 1.190 -5.284
H 2.065 0.086 -3.105
H 2.968 -2.063 -3.663
H 5.025 -3.378 -3.652
H 5.447 -5.021 -1.855
H 3.813 -5.280 -0.013
H 1.775 -3.924 0.027
H -5.509 -2.509 0.507
H -6.322 -3.033 2.747
H -4.715 -3.247 4.628
H -2.359 -2.673 4.279
H 1.387 -0.248 3.410
H 1.636 1.272 5.290
H -0.353 1.975 6.597
H -2.600 1.194 5.921
H -2.877 -0.257 3.982
H -0.482 -4.114 0.929
H 0.680 -6.188 1.562
H 1.862 -6.332 3.734
H 1.865 -4.401 5.269
H 0.716 -2.316 4.645
H -4.288 -2.138 -3.290
H -4.804 -0.439 -4.978
H -4.005 1.887 -4.681
H -2.618 2.467 -2.754
H 0.398 1.479 -2.528
H 1.230 3.501 -3.651
H 0.467 5.732 -2.897
H -1.138 5.915 -1.027
H -2.000 3.903 0.069
H -1.054 2.498 1.907
H -2.569 3.428 3.603
H -4.982 2.886 3.549
H -5.880 1.407 1.786
H -4.397 0.559 0.018
F 2.292 3.667 0.873
C 2.968 2.789 0.158
F 2.833 3.038 -1.127
F 4.235 2.796 0.490
S 2.242 1.085 0.497
O 0.915 1.207 1.131
O 2.050 0.397 -0.790
N 3.309 0.475 1.442
S 3.150 -1.065 1.793
O 3.260 -1.334 3.183
O 1.978 -1.619 1.072
C 4.662 -1.794 1.027
F 4.655 -1.588 -0.280
F 4.683 -3.089 1.293
F 5.709 -1.204 1.567

---

115
Properties=species:S:1:pos:R:3 method="wB97M-V/def2-TZVPD" lumo_ev=2.817 e_tot_ev=-131083.67719 gap_ev=4.07 charge=-2 fmax_ev_per_a=0.66 e_above_lowest_ev=0.552
Rb -1.494 0.241 -1.735
N -0.201 -2.131 -0.798
S 1.019 -2.686 -0.285
N 1.166 -2.946 1.424
S 1.582 -1.972 2.510
N 1.280 -0.470 2.627
S -0.086 0.302 1.997
N -0.099 0.701 0.620
C -0.196 1.652 3.172
C 0.621 1.837 4.275
C 0.450 2.975 5.054
C -0.531 3.901 4.724
C -1.341 3.702 3.612
C -1.175 2.577 2.819
C -1.395 -0.776 2.624
C -1.730 -0.807 3.973
C -2.721 -1.672 4.407
C -3.365 -2.500 3.496
C -3.021 -2.460 2.153
C -2.035 -1.590 1.704
C 0.999 -2.784 3.996
C 1.337 -2.216 5.216
C 0.832 -2.773 6.379
C -0.012 -3.876 6.309
C -0.346 -4.426 5.081
C 0.164 -3.882 3.909
C 3.355 -1.991 2.723
C 3.964 -3.226 2.896
C 5.344 -3.290 2.964
C 6.098 -2.128 2.844
C 5.475 -0.904 2.658
C 4.090 -0.826 2.599
C 2.563 -1.827 -0.608
C 3.794 -2.467 -0.518
C 4.946 -1.745 -0.778
C 4.857 -0.400 -1.125
C 3.621 0.220 -1.220
C 2.458 -0.497 -0.968
C 1.416 -4.342 -0.825
C 1.789 -5.398 -0.008
C 2.049 -6.630 -0.593
C 1.942 -6.785 -1.971
C 1.568 -5.717 -2.778
C 1.295 -4.483 -2.205
H 1.382 1.105 4.508
H 1.086 3.140 5.915
H -0.659 4.788 5.333
H -2.097 4.430 3.347
H -1.783 2.411 1.929
H -1.227 -0.157 4.678
H -2.991 -1.698 5.456
H -4.144 -3.173 3.835
H -3.524 -3.102 1.441
H -1.745 -1.580 0.657
H 1.976 -1.342 5.249
H 1.086 -2.340 7.338
H -0.416 -4.302 7.219
H -1.017 -5.273 5.027
H -0.092 -4.275 2.935
H 3.361 -4.124 2.958
H 5.833 -4.247 3.095
H 7.179 -2.183 2.881
H 6.064 -0.004 2.539
H 3.576 0.111 2.431
H 3.849 -3.519 -0.266
H 5.911 -2.233 -0.725
H 5.759 0.159 -1.345
H 3.549 1.257 -1.519
H 1.485 -0.034 -1.048
H 1.866 -5.256 1.062
H 2.333 -7.471 0.028
H 2.149 -7.750 -2.419
H 1.478 -5.809 -3.855
H 0.990 -3.639 -2.828
S 0.628 -1.235 -3.840
C -0.116 -1.101 -5.383
S -1.039 0.277 -5.824
C 0.008 -2.205 -6.265
C -0.558 -2.239 -7.567
N -0.982 -2.339 -8.639
C 0.672 -3.394 -5.867
N 1.202 -4.384 -5.576
C 0.167 3.207 -5.361
O 0.345 4.010 -4.184
C -0.639 4.904 -3.897
C -1.448 5.508 -4.848
C -2.483 6.350 -4.441
C -2.750 6.548 -3.099
C -1.862 6.026 -2.154
C -0.818 5.219 -2.547
N -3.901 7.319 -2.676
N -4.731 6.824 -1.856
C -4.638 5.461 -1.460
C -4.665 5.180 -0.107
C -4.218 3.971 0.410
C -3.701 2.937 -0.423
O -3.131 1.906 0.009
C -3.884 3.163 -1.880
N -3.514 2.166 -2.712
C -3.708 2.284 -4.006
C -4.337 3.406 -4.567
C -4.662 4.452 -3.750
C -4.391 4.383 -2.367
H 0.906 2.413 -5.307
H 0.330 3.792 -6.271
H -0.822 2.745 -5.381
H -1.315 5.290 -5.898
H -3.150 6.780 -5.179
H -2.044 6.192 -1.101
H -0.166 4.756 -1.818
H -4.941 5.989 0.566
H -4.191 3.804 1.482
H -3.345 1.474 -4.632
H -4.522 3.444 -5.633
H -5.129 5.341 -4.150